ORCA calculation (ωB97M-V with the def2-TZVPD basis set) on C44H33IrN5O3PS3 as an isolated structure.

XYZ file:
```
90
Properties=species:S:1:pos:R:3:forces:R:3
Ir 1.17581 -0.68242 0.84951 -0.251 0.509 -0.249
O 2.89689 -3.08990 -2.48089 0.018 -0.030 0.027
S 1.54768 -2.77356 -2.11274 0.205 0.197 -0.075
O 0.71506 -3.82160 -1.61377 -0.044 -0.015 -0.011
O 1.56969 -1.55700 -1.14636 -0.021 -0.276 0.095
C 0.80932 -1.88988 -3.45275 0.014 0.083 -0.002
C 0.94327 -2.39158 -4.73756 -0.001 -0.024 0.047
C 0.45780 -1.64806 -5.79791 -0.008 -0.017 -0.061
C -0.10816 -0.40617 -5.55163 -0.032 0.037 0.013
C -0.22275 0.08523 -4.25770 0.029 -0.083 0.036
C 0.20726 -0.66454 -3.16687 0.103 -0.156 -0.033
P 0.11815 -0.21376 -1.30319 -0.112 0.164 0.152
C 1.47138 1.14582 -1.67609 0.020 0.027 -0.085
C 1.32468 2.50397 -1.39032 -0.004 -0.001 -0.053
C 2.28786 3.43895 -1.74987 -0.033 -0.020 0.013
C 3.44530 3.04137 -2.39690 0.002 -0.009 0.000
C 3.61680 1.69811 -2.69145 -0.007 -0.013 0.008
C 2.64232 0.77154 -2.34721 -0.024 0.014 0.043
C -1.36849 -1.43667 -1.08501 0.044 -0.089 -0.117
C -1.97665 -1.44381 0.15953 0.036 0.045 0.073
C -3.06672 -2.25046 0.44998 0.027 0.050 0.030
C -3.57848 -3.08767 -0.52892 0.011 0.002 -0.054
C -2.99536 -3.09076 -1.78864 -0.013 0.019 0.044
C -1.90949 -2.27198 -2.06798 0.021 0.029 0.015
H 1.44360 -3.33816 -4.89847 0.000 0.005 0.014
H 0.54701 -2.02065 -6.80985 0.004 0.008 0.005
H -0.45596 0.20103 -6.37831 -0.003 0.000 0.011
H -0.63816 1.06878 -4.12139 -0.015 0.051 -0.002
H 0.45962 2.87125 -0.86288 0.000 0.037 -0.055
H 2.12859 4.48288 -1.50835 -0.003 -0.007 0.001
H 4.20095 3.76692 -2.66980 -0.004 -0.005 0.000
H 4.51043 1.36051 -3.20222 -0.008 -0.002 0.002
H 2.81491 -0.25694 -2.62753 -0.003 -0.039 0.010
H -1.56729 -0.79652 0.91848 -0.027 -0.008 0.077
H -3.50174 -2.22876 1.44190 -0.005 0.001 -0.012
H -4.42116 -3.73323 -0.31538 0.005 0.009 0.002
H -3.38371 -3.73851 -2.56503 0.007 0.005 0.005
H -1.50710 -2.29988 -3.06961 -0.042 -0.014 0.046
S 3.77460 -3.32017 3.49197 0.014 -0.056 0.105
C 4.72954 -2.98340 2.07714 -0.012 0.033 -0.009
C 5.99823 -3.45008 1.75128 -0.014 -0.009 -0.001
C 6.55558 -3.02357 0.56154 -0.013 0.006 -0.008
C 5.86658 -2.14542 -0.28216 0.015 -0.001 0.003
C 4.61020 -1.67879 0.04274 -0.026 -0.009 0.011
C 4.03594 -2.11054 1.23501 -0.013 0.064 0.051
N 2.78803 -1.74705 1.73244 0.132 -0.186 -0.161
C 2.52951 -2.29741 2.88696 0.118 -0.034 -0.151
C 1.26105 -1.96760 3.48037 -0.079 -0.026 0.090
C 0.86810 -2.40771 4.74261 -0.001 -0.003 0.033
C -0.34693 -2.01038 5.26113 0.005 0.011 -0.015
C -1.14873 -1.16470 4.50000 -0.005 -0.004 0.019
C -0.75340 -0.73647 3.24160 -0.018 0.015 -0.042
C 0.46282 -1.13154 2.66800 -0.183 -0.023 -0.039
H 6.53058 -4.12735 2.40580 -0.010 0.006 -0.002
H 7.53803 -3.37719 0.27799 -0.006 0.006 0.002
H 6.32420 -1.83193 -1.21086 -0.005 -0.002 0.002
H 4.06946 -1.00517 -0.60606 -0.010 0.016 -0.024
H 1.52328 -3.05571 5.31502 -0.008 0.006 -0.008
H -0.66546 -2.34008 6.24076 0.004 -0.002 -0.008
H -2.09842 -0.82498 4.89785 0.005 0.001 -0.015
H -1.41695 -0.07081 2.70678 -0.015 -0.064 -0.001
S 0.68989 1.44930 1.48466 0.247 -0.138 0.104
C -0.95549 1.87888 1.08291 -0.024 -0.077 -0.323
N -1.74875 2.46063 1.96689 -0.091 -0.009 -0.070
N -1.32665 2.53025 3.18549 -0.077 0.084 0.159
C -2.14861 3.00331 4.22437 0.011 -0.005 -0.028
C -1.65374 2.93200 5.52145 0.038 -0.024 0.007
C -2.42673 3.38775 6.57649 0.003 0.000 0.015
C -3.68928 3.91440 6.34386 0.005 -0.004 -0.028
C -4.17342 3.97988 5.04358 0.002 -0.003 0.005
C -3.41300 3.52635 3.97773 -0.002 0.005 -0.034
N -1.62447 1.85004 -0.12139 -0.021 0.078 0.351
N -1.26850 1.21884 -1.14192 0.049 -0.103 -0.005
C -2.14541 1.53927 -2.25966 0.113 -0.006 -0.021
C -1.89550 2.71955 -2.94483 0.019 0.035 0.007
C -2.67078 3.04522 -4.04622 -0.008 -0.014 -0.006
C -3.69327 2.19689 -4.45125 0.006 0.001 0.043
C -3.95546 1.04049 -3.73138 -0.023 0.021 -0.022
C -3.18647 0.70720 -2.62482 -0.029 -0.112 0.044
H -0.43011 2.08183 3.39943 0.015 0.026 0.001
H -0.66859 2.51515 5.69826 -0.014 0.005 0.004
H -2.03904 3.32956 7.58521 0.001 -0.002 -0.009
H -4.29204 4.26963 7.16883 0.003 0.000 -0.006
H -5.15770 4.38848 4.85413 0.007 -0.004 -0.002
H -3.78475 3.57106 2.96387 0.008 -0.002 0.009
H -1.08230 3.36099 -2.63240 0.010 -0.006 0.016
H -2.47038 3.95894 -4.59028 -0.006 -0.001 0.006
H -4.29496 2.44644 -5.31532 0.002 -0.003 0.000
H -4.76890 0.39003 -4.02555 0.007 0.000 0.000
H -3.39457 -0.18810 -2.05688 -0.011 0.029 -0.010
```
Forces are in eV/Å.

- LUMO level (alpha / beta) (Ha) = -0.03880 / -0.03875
- E (eV) = -104386.9537
- energy above the lowest of the compared OMol25 structures with the same formula, charge and spin (kcal/mol) = 136.13
- maximum force (eV/A) = 0.62